1.
Computed, not measured: a molecular structure, C44H48N4O3SSeV in a non-equilibrium geometry, with the ωB97M-V functional and the def2-TZVPD basis.

```
102
C44H48N4O3SSeV the ωB97M-V functional and the def2-TZVPD basis
Se 1.096 -1.207 -1.735
V -0.173 -0.020 0.227
S -1.316 3.221 -2.817
O 0.976 -0.818 1.070
O -1.215 -1.407 -0.100
O -0.885 1.155 1.159
N -3.057 4.928 2.705
N -3.704 0.453 2.751
N -1.221 2.387 1.465
N -1.141 1.026 -1.482
C -0.531 2.166 -1.701
C 3.584 -3.337 1.568
C -0.170 -3.632 -2.763
C -3.127 1.413 2.499
C 2.187 -2.113 -0.405
C -1.232 -2.495 -0.881
C 4.775 -4.849 -0.124
C 2.518 -2.056 3.453
C 1.937 -1.747 0.931
C 2.728 3.732 -0.712
C 5.871 -4.307 -1.055
C -3.150 -3.578 0.419
C -2.555 2.025 -3.050
C 1.513 -0.944 3.776
C -4.479 0.990 -3.976
C -1.081 -5.858 -3.621
C -1.106 -4.655 -2.684
C -4.218 -0.146 -3.207
C -3.649 2.090 -3.903
C 0.748 2.435 -1.079
C 2.668 -2.354 1.956
C -2.288 0.897 -2.257
C -4.040 -2.324 0.462
C 3.961 -5.929 -0.858
C 3.886 -1.637 4.012
C 0.109 -5.813 -4.585
C -2.325 -3.665 1.718
C 3.119 -3.055 -0.750
C 2.037 -3.338 4.154
C -3.140 -0.205 -2.349
C -2.066 -4.579 -1.672
C 1.493 3.589 -1.316
C -0.967 -7.149 -2.795
C 3.825 -3.720 0.257
C -2.372 -5.885 -4.453
C 3.207 2.729 0.120
C 1.218 1.419 -0.241
C -4.075 -4.795 0.351
C -0.238 -2.595 -1.854
C 2.458 1.581 0.355
C 5.439 -5.486 1.098
C -2.311 2.532 2.115
C -2.167 -3.542 -0.754
C -2.715 3.863 2.448
H -2.780 -5.388 -1.594
H 3.278 -3.282 -1.796
H -2.464 -4.975 -5.047
H 3.788 -1.391 5.071
H -2.348 -6.738 -5.133
H 3.317 4.622 -0.884
H -3.258 -5.975 -3.823
H 1.096 4.360 -1.966
H 0.060 -4.944 -5.244
H 2.751 -4.154 4.038
H 0.099 -6.704 -5.212
H 3.541 -5.548 -1.789
H 4.600 -6.780 -1.101
H -3.522 -5.734 0.411
H -3.458 -1.410 0.547
H 1.795 0.004 3.315
H 4.697 -5.900 1.783
H -4.671 -4.788 -0.563
H -0.092 -7.107 -2.142
H -4.763 -4.763 1.196
H 2.862 0.822 1.015
H 6.060 -4.766 1.633
H 0.505 -1.214 3.461
H -1.644 -4.518 1.686
H 4.623 -2.434 3.921
H 6.082 -6.303 0.773
H 4.137 -3.832 2.353
H -2.989 -3.789 2.575
H -5.333 1.007 -4.639
H -4.666 -2.265 -0.431
H 6.438 -3.515 -0.563
H -2.951 -1.096 -1.773
H -0.855 -8.004 -3.463
H -1.849 -7.319 -2.177
H 1.491 -0.793 4.856
H -3.834 2.977 -4.493
H -1.743 -2.756 1.872
H 1.911 -3.149 5.221
H 1.057 -5.799 -4.043
H 0.620 -3.632 -3.500
H 4.268 -0.759 3.489
H 4.173 2.837 0.598
H 6.561 -5.111 -1.315
H 1.077 -3.660 3.746
H -4.695 -2.374 1.332
H 5.455 -3.909 -1.980
H -4.875 -1.002 -3.284
H 3.141 -6.282 -0.231
```

Properties
total charge: +1
HOMO-LUMO gap: 6.62 eV
molecular weight: 842.86 u

2.
Computed, not measured: a molecular structure, C44H42AsBr2CoIN3O2 in a non-equilibrium geometry, with the ωB97M-V functional and the def2-TZVPD basis.

```
96
C44H42AsBr2CoIN3O2 the ωB97M-V functional and the def2-TZVPD basis
I 0.065 -2.139 2.900
Br 0.125 -2.964 6.404
Br 2.130 -8.039 -0.044
As 0.114 1.231 -0.923
Co 0.296 -0.882 0.405
O -0.432 -2.539 -0.268
O 2.114 -2.687 0.116
N -3.001 -5.890 -0.408
N -2.761 -3.698 -0.410
N 1.167 0.776 0.530
C 1.516 -3.903 -0.067
C -6.623 -5.180 -0.314
C 1.403 0.750 -3.388
C 1.521 3.103 -2.768
C 2.208 1.067 -4.451
C 2.122 -5.152 0.024
C 0.286 -1.186 5.810
C -5.506 -5.903 -0.415
C -4.288 -5.320 -0.350
C 0.044 3.536 1.749
C 0.103 -3.798 -0.209
C 2.478 1.165 0.857
C 1.093 1.792 -2.494
C 3.021 0.705 2.050
C 1.337 -6.310 -0.133
C 0.555 1.546 5.134
C 3.885 2.603 -5.627
C -5.253 -3.155 -0.224
C 3.180 2.192 0.228
C 4.460 2.557 0.645
C -3.165 4.461 0.044
C -2.028 4.438 0.852
C -2.460 1.719 -2.429
C -1.114 2.632 -0.421
C -6.506 -3.808 -0.116
C -4.110 -3.963 -0.363
C -0.636 -4.975 -0.272
C 0.275 -0.798 4.444
C 2.853 2.321 -4.623
C 0.640 1.130 6.452
C 0.522 -0.191 6.807
C -0.032 -6.207 -0.239
C 4.257 1.159 2.524
C -0.974 3.527 0.631
C -2.290 2.639 -1.249
C 5.064 2.051 1.812
C 0.335 0.567 4.093
C -2.067 -4.882 -0.367
C -3.282 3.581 -1.037
C 1.061 -0.765 -3.145
C -4.193 5.487 0.377
C 3.526 -2.698 0.300
C 1.093 4.238 -1.970
C 2.396 3.357 -3.784
H -1.515 1.749 -2.994
H -0.520 3.662 2.692
H 3.995 1.849 -6.402
H -4.026 6.487 -0.120
H 3.705 3.525 -6.212
H -7.625 -5.541 -0.294
H 0.230 0.899 3.062
H 4.841 2.716 -5.125
H 1.093 4.132 -0.857
H 1.570 -1.073 -2.203
H -2.672 -6.815 -0.451
H -5.170 -2.075 -0.204
H -3.206 2.043 -3.147
H -0.667 -7.077 -0.382
H 0.527 4.539 1.624
H -0.020 -0.853 -3.053
H 0.100 4.590 -2.266
H 2.783 4.351 -3.968
H 0.645 1.849 7.282
H -1.879 5.104 1.670
H 2.752 2.687 -0.674
H 0.765 2.716 1.803
H 0.572 2.552 4.828
H 3.887 -1.660 0.241
H -2.640 0.656 -2.114
H -4.330 5.668 1.403
H 2.476 -0.098 2.592
H 4.565 0.558 3.385
H 1.697 5.154 -2.098
H 3.733 -2.988 1.285
H -4.187 3.604 -1.676
H -5.573 -7.022 -0.579
H -7.369 -3.170 -0.023
H 3.216 -5.183 0.216
H -5.149 5.152 -0.048
H 6.014 2.433 2.169
H 2.379 0.234 -5.158
H 1.311 -1.383 -3.977
H 4.034 -3.369 -0.419
H 4.913 3.368 0.100
H 0.498 -0.431 7.840
H -2.281 -2.843 -0.425
```

Properties
2S+1: 4
⟨S²⟩: 3.768
total charge: +1
relative energy (zero: lowest compared OMol25 entry of this formula, charge and spin): 0.0000 eV
HOMO-LUMO gap (spin up / spin down): 6.35 / 6.73 eV
molecular weight: 1065.41 u